Below is C2H6ClPS in the gas phase at a distorted geometry, with properties calculated with ωB97M-V/def2-TZVPD.

Output
HOMO level (spin up / spin down) ... -8.387 / -8.387 eV
Orbital gap (spin up / spin down) ... 7.00 / 7.00 eV
Calculated total energy ... -34816.0273 eV
Relative energy (zero: lowest compared OMol25 entry of this formula, charge and spin) ... 201.57 kJ/mol

Structure (XYZ):
```
11
Properties=species:S:1:pos:R:3:nbo_charge:R:1
C -1.532 -1.746 -0.193 -0.8895
C 1.023 1.856 0.155 -0.7458
P -1.240 -0.030 0.601 0.3786
S 0.427 0.252 -0.473 0.3518
Cl 2.479 -0.838 0.213 -0.5307
H -1.276 -2.570 0.385 0.2392
H -0.755 -1.693 -0.930 0.2283
H -2.545 -1.759 -0.463 0.2287
H 0.277 2.331 0.635 0.2235
H 1.211 2.608 -0.620 0.2405
H 1.932 1.589 0.691 0.2753
```